A molecular structure, C9H18Cl2N2O2PV at a distorted geometry. Source: the OMol25 dataset; level of theory: ωB97M-V with the def2-TZVPD basis set.

```
35
Properties=species:S:1:pos:R:3:forces:R:3
C 4.006 -0.049 -3.638 0.18 0.29 -0.01
C 2.957 -0.355 -2.644 1.07 -4.17 0.16
H 4.685 -0.910 -3.659 -0.14 0.24 -0.08
H 4.535 0.876 -3.367 -0.05 -0.20 -0.09
H 3.543 0.109 -4.624 0.06 -0.05 0.17
O 2.719 -1.402 -2.094 -0.13 3.14 -0.88
Cl 1.926 1.137 -2.311 -0.81 0.65 0.55
V 0.612 0.618 -0.365 -0.68 6.34 2.14
P -1.125 -0.541 -1.363 -2.68 -1.84 -2.16
C -1.902 -2.123 -0.923 0.52 -0.20 1.16
C -2.570 0.530 -1.599 0.26 0.90 0.49
H -0.307 -0.030 -3.579 -0.19 -0.17 -0.18
H -1.480 -1.399 -3.520 0.27 0.08 -0.02
H 0.257 -1.634 -3.060 -0.34 0.00 -0.01
C -0.597 -0.944 -3.054 0.72 0.44 -0.19
H -2.219 1.550 -1.809 -0.39 -0.08 -0.05
H -3.172 0.167 -2.450 0.36 -0.03 0.25
H -2.516 -2.473 -1.773 0.33 0.35 0.32
H -2.531 -1.974 -0.035 0.10 -0.20 -0.23
H -3.186 0.535 -0.686 0.20 0.05 -0.30
H -1.124 -2.864 -0.690 -0.35 -0.03 -0.11
C 1.252 -1.083 0.029 3.44 -9.96 2.89
O 1.605 -2.130 0.433 -2.03 5.90 -2.12
Cl 1.222 2.630 0.404 -0.37 -1.22 -0.76
C -1.824 1.401 4.294 -1.23 0.26 -0.05
N -0.517 1.017 3.729 0.37 -0.94 -1.50
C 0.610 0.851 4.670 1.20 -0.08 0.29
C -0.425 0.656 2.488 -0.83 1.05 1.97
N -0.476 0.435 1.329 1.20 -0.52 -1.23
H -1.703 1.551 5.372 0.00 -0.13 -0.39
H -2.563 0.606 4.104 0.23 0.30 0.13
H -2.158 2.343 3.836 0.10 -0.30 0.12
H 0.966 -0.194 4.667 -0.23 0.44 0.00
H 1.437 1.523 4.388 -0.34 -0.24 0.16
H 0.246 1.111 5.672 0.18 -0.09 -0.44
```
Positions in Å, forces in eV/Å.

Output
HOMO-LUMO gap (alpha / beta) in eV: 4.9 / 6.3
Net charge: +3
Highest occupied orbital energy (alpha / beta) in eV: -20.2 / -20.6
Energy above the lowest of the compared OMol25 structures with the same formula, charge and spin in kcal per mole: 0.00
Multiplicity: 2
<S²>: 0.85
Largest force on an atom in eV/Å: 10.93

---

A molecular structure, C9H18Cl2PtS at a distorted geometry. Source: the OMol25 dataset; level of theory: ωB97M-V with the def2-TZVPD basis set.

```
31
Properties=species:S:1:pos:R:3:forces:R:3
Pt 0.725 -0.201 -0.505 -3.61 -0.91 2.09
Cl -0.258 -2.267 -1.027 -0.63 -0.39 0.79
Cl 1.496 1.600 0.683 -0.19 1.15 1.05
C 2.511 -0.805 -0.669 4.26 -0.02 -2.96
H 3.165 0.082 -0.855 0.03 -0.76 0.91
H 2.687 -1.500 -1.516 -0.11 -0.41 0.96
C -0.736 1.282 -1.768 -0.77 1.12 -0.30
C 0.469 0.869 -2.281 3.36 -1.14 -1.12
H -0.768 2.013 -0.936 0.06 -0.35 -0.75
C 0.661 -0.251 -3.331 -0.77 -0.53 -0.70
H 1.480 1.272 -2.041 -1.18 0.96 -0.34
C -0.573 -0.285 -4.233 -0.22 0.07 -0.02
H 1.575 -0.142 -3.941 -0.30 0.39 0.41
H 0.735 -1.259 -2.853 0.07 1.08 -0.50
C -1.874 -0.330 -3.397 0.19 0.50 -0.14
H -0.554 0.646 -4.824 -0.24 -0.34 -0.07
H -0.522 -1.142 -4.917 -0.02 0.23 0.09
C -1.973 0.977 -2.552 -0.81 -0.78 -0.09
H -2.737 -0.394 -4.075 0.18 0.13 0.22
H -1.906 -1.219 -2.750 0.12 0.36 -0.17
H -2.132 1.809 -3.267 0.23 -0.09 0.30
H -2.882 0.976 -1.929 0.38 -0.07 -0.02
C -1.423 -0.919 3.778 -0.23 -0.17 0.16
S -0.410 -0.868 2.295 -0.14 -0.02 -0.07
C 1.202 -0.756 3.071 0.13 -0.04 0.38
H -2.474 -0.833 3.478 0.25 -0.02 0.05
H -1.178 -0.098 4.460 -0.02 -0.09 -0.15
H -1.276 -1.881 4.279 -0.07 0.20 0.04
H 1.253 0.160 3.669 0.12 -0.15 -0.10
H 1.340 -1.633 3.715 0.15 0.19 -0.12
H 1.981 -0.721 2.302 -0.23 -0.08 0.19
```
Positions in Å, forces in eV/Å.

Output
HOMO-LUMO gap (alpha / beta) in eV: 7.1 / 5.3
Net charge: 0
Highest occupied orbital energy (alpha / beta) in eV: -6.7 / -8.4
Energy above the lowest of the compared OMol25 structures with the same formula, charge and spin in kcal per mole: 10.21
Multiplicity: 5
<S²>: 6.02
Largest force on an atom in eV/Å: 5.19

---

A molecular structure, C9H18Cl3I2O3P2Pt at a distorted geometry. Source: the OMol25 dataset; level of theory: ωB97M-V with the def2-TZVPD basis set.

```
38
Properties=species:S:1:pos:R:3:forces:R:3
I 3.452 2.795 -0.983 0.63 0.70 -0.18
I -0.529 3.500 -1.774 0.04 0.16 -0.34
Pt 0.092 -0.747 0.097 -0.26 2.96 -1.28
P -0.050 1.348 1.792 -0.66 0.01 -1.00
C 0.315 0.244 3.151 1.56 -0.80 0.86
C 1.204 2.764 1.354 -0.68 -2.14 -0.55
H 1.209 3.430 2.199 -0.15 0.66 0.06
H -1.208 2.976 3.051 -0.29 -0.16 0.16
H 0.808 3.126 0.356 0.45 -0.04 1.75
H -1.732 2.979 1.389 -0.18 0.46 -0.42
H 0.903 -0.635 2.750 0.08 1.25 0.66
H 2.233 2.363 1.210 -0.86 -0.05 0.46
C -1.562 2.337 2.233 1.89 0.27 -0.76
H 0.884 0.835 3.930 -0.47 -0.97 -0.58
H -2.475 1.838 2.439 -0.47 -0.80 0.43
H -0.533 -0.300 3.606 -0.14 0.90 -0.26
P 0.816 -0.425 -2.368 0.56 -0.28 -1.27
C 1.198 -2.126 -2.965 0.28 0.67 0.18
C -0.257 0.287 -3.736 0.00 0.50 1.45
H 2.101 1.673 -2.459 -0.15 -0.80 -1.00
H 2.626 0.490 -3.808 -0.04 0.32 -0.69
H 3.191 0.244 -2.152 -0.39 0.08 -0.40
C 2.356 0.623 -2.780 -0.40 -0.94 2.41
H -0.322 1.375 -3.555 -0.09 -0.38 -0.16
H 0.189 0.151 -4.723 0.21 -0.30 0.21
H 1.369 -2.096 -4.046 -0.21 0.01 0.12
H 0.366 -2.777 -2.705 -0.03 -0.09 -0.11
H -1.251 -0.130 -3.694 -0.30 -0.15 -0.11
H 2.109 -2.486 -2.494 -0.01 -0.12 0.20
C 0.262 -2.496 0.824 2.56 -5.85 -1.65
O 0.884 -3.407 0.289 -0.97 3.65 0.42
Cl -4.327 -3.961 1.947 -0.15 0.58 -0.10
C -3.197 -2.765 2.346 4.06 -0.35 0.58
Cl -3.564 -1.014 2.317 -1.78 1.07 3.15
Cl -2.087 -3.252 3.694 -2.07 0.12 0.61
C -2.173 -2.287 1.259 -6.93 1.33 -7.39
O -2.847 -1.832 0.132 8.04 -3.96 5.69
O -0.457 -2.640 1.878 -2.68 2.45 -1.16
```
Positions in Å, forces in eV/Å.

Output
HOMO-LUMO gap (alpha / beta) in eV: 6.6 / 4.6
Net charge: +3
Highest occupied orbital energy (alpha / beta) in eV: -18.5 / -19.1
Energy above the lowest of the compared OMol25 structures with the same formula, charge and spin in kcal per mole: 145.93
Multiplicity: 5
<S²>: 6.02
Largest force on an atom in eV/Å: 10.62

---

5 unconnected molecules or ions with the total composition C9H18Cl6O6 at a distorted geometry. Source: the OMol25 dataset; level of theory: ωB97M-V with the def2-TZVPD basis set.

```
39
Properties=species:S:1:pos:R:3:forces:R:3
C -5.420 16.778 0.895 0.10 -0.40 0.01
O -4.159 16.091 1.272 -1.01 -0.18 -0.90
C -3.829 14.926 0.671 -0.37 -1.89 -1.59
O -4.379 14.325 -0.270 0.99 2.15 2.23
O -2.731 14.430 1.297 -1.29 1.47 0.40
C -1.953 13.426 0.677 0.86 0.83 -0.38
H -5.378 17.370 -0.020 0.76 -0.18 -0.10
H -5.665 17.464 1.705 0.35 -0.27 0.12
H -6.266 16.108 0.739 0.36 -0.44 0.25
H -2.393 12.432 0.754 0.08 0.17 -0.20
H -0.988 13.537 1.172 -0.14 -0.64 0.47
H -1.679 13.765 -0.322 -0.65 -0.54 -0.34
C -10.168 17.134 -5.721 0.17 -0.64 -1.01
O -9.106 16.718 -4.813 -1.68 0.52 0.86
C -7.859 16.487 -5.130 2.70 -0.25 -1.20
O -6.959 16.135 -4.391 -1.60 0.27 0.06
O -7.637 16.704 -6.437 0.97 -0.05 -1.81
C -6.243 16.511 -7.001 -0.87 0.32 1.27
H -9.874 17.791 -6.540 0.57 0.26 0.49
H -11.017 17.572 -5.196 0.62 0.01 0.60
H -10.571 16.273 -6.254 0.18 -0.37 0.27
H -6.237 16.543 -8.090 -0.85 -0.11 0.16
H -5.828 15.568 -6.645 -0.12 0.16 0.08
H -5.629 17.350 -6.674 -0.06 -0.17 0.29
C -3.678 14.978 -3.519 -0.75 -0.96 0.35
Cl -3.393 14.001 -4.933 0.32 -0.70 -0.96
Cl -3.662 16.646 -3.964 0.06 1.08 0.12
H -4.679 14.667 -3.219 0.18 0.49 0.42
H -2.932 14.736 -2.762 -0.22 0.31 -0.11
C -1.734 18.406 -1.346 -0.59 0.86 -0.18
Cl -1.141 16.768 -1.496 0.07 -0.19 -0.05
Cl -0.451 19.564 -0.943 -0.01 -0.10 0.24
H -2.158 18.797 -2.271 0.17 -0.60 -0.13
H -2.532 18.443 -0.605 0.40 -0.09 0.19
C -0.157 11.763 -3.501 0.70 -0.96 -0.27
Cl -0.937 13.172 -2.886 0.00 0.75 0.33
Cl 0.139 11.773 -5.239 -0.31 0.15 -0.58
H 0.863 11.681 -3.128 -0.48 -0.08 0.59
H -0.804 10.915 -3.274 0.38 0.04 0.01
```
Positions in Å, forces in eV/Å.

Output
HOMO-LUMO gap in eV: 10.9
Net charge: 0
Highest occupied orbital energy in eV: -10.3
Energy above the lowest of the compared OMol25 structures with the same formula, charge and spin in kcal per mole: 27.67
Multiplicity: 1
Largest force on an atom in eV/Å: 3.26

---

C9H18N2O4 in the gas phase at a distorted geometry. Source: the OMol25 dataset; level of theory: ωB97M-V with the def2-TZVPD basis set.

```
33
Properties=species:S:1:pos:R:3:forces:R:3
C 2.303 -1.080 -0.288 -0.33 1.26 0.66
C 0.973 -1.186 0.496 1.23 -0.32 0.73
C 3.368 -0.368 0.584 -0.62 0.89 -0.32
C -1.457 -1.112 0.211 0.20 1.01 -0.77
C -2.393 -2.317 0.055 -1.29 0.38 0.07
C -2.061 0.190 -0.407 -0.43 -0.60 0.56
C -1.313 1.524 -0.086 0.13 0.77 -0.05
C -2.112 2.727 -0.641 0.16 -0.66 0.05
C -1.010 1.838 1.394 -0.19 -0.09 -0.18
H 1.849 0.596 -1.528 0.53 -1.64 0.19
H 2.920 -0.506 -2.176 -0.15 0.01 0.15
H 2.583 -2.118 -0.420 0.37 -0.22 -0.38
H 3.304 -0.575 1.672 0.31 -0.69 -0.76
H 3.133 0.711 0.536 -0.06 -0.13 -0.10
H 5.325 -0.129 0.427 -0.58 -0.35 -0.34
H 0.119 -1.087 -1.297 -0.46 -0.22 1.11
H -1.349 -0.972 1.274 0.02 -0.01 0.53
H -3.103 0.167 -0.033 0.41 0.51 -0.13
H -2.153 0.021 -1.498 0.19 0.31 0.34
H -0.345 1.552 -0.632 -0.35 -0.37 0.27
H -2.169 2.569 -1.722 0.06 0.81 -0.05
H -3.124 2.650 -0.277 -0.55 0.00 0.21
H -1.743 3.718 -0.280 0.07 -0.82 -0.75
H -0.321 2.707 1.472 -0.29 -0.65 -0.13
H -0.567 0.966 1.873 0.12 0.16 0.35
H -1.928 2.140 1.930 0.28 -0.35 -0.18
H -0.885 -3.311 -0.363 -0.08 -0.25 -0.01
N 2.083 -0.433 -1.604 -0.14 0.74 0.29
N -0.111 -1.317 -0.301 -0.05 0.02 -1.10
O 0.991 -1.264 1.719 -0.56 0.22 -0.81
O 4.617 -0.587 -0.066 0.44 0.07 0.72
O -3.587 -2.231 0.228 0.84 0.14 -0.07
O -1.837 -3.486 -0.251 0.74 0.08 -0.11
```
Positions in Å, forces in eV/Å.

Output
HOMO-LUMO gap in eV: 10.5
Net charge: 0
Highest occupied orbital energy in eV: -10.0
Energy above the lowest of the compared OMol25 structures with the same formula, charge and spin in kcal per mole: 30.30
Multiplicity: 1
Largest force on an atom in eV/Å: 1.74

---

A gas-phase ion, C9H18N3 (charge +1) at a distorted geometry. Source: the OMol25 dataset; level of theory: ωB97M-V with the def2-TZVPD basis set.

```
30
Properties=species:S:1:pos:R:3:forces:R:3
C -2.159 0.434 0.692 -0.24 -0.02 0.26
C -1.336 1.650 0.448 0.39 0.06 -0.12
C 0.527 0.179 -0.415 -0.84 -0.28 -0.16
C -0.293 1.454 -0.662 -0.01 -0.07 -0.28
C 1.408 0.244 0.788 -0.80 -0.70 -0.28
C -0.528 -1.020 -0.318 2.16 1.47 0.52
C -0.964 1.406 -2.033 0.13 0.18 0.22
C 3.384 -1.077 -0.123 -0.03 0.07 0.25
C 2.430 -0.797 1.038 0.22 -0.05 -0.03
N -1.666 -0.765 0.414 -0.68 -0.05 0.06
N -3.370 0.541 1.258 0.31 -0.12 -0.16
N -0.096 -2.301 -0.326 -0.13 -0.60 -0.10
H -1.984 2.490 0.200 -0.10 0.00 0.05
H -0.827 1.904 1.384 -0.14 -0.04 0.07
H 1.122 -0.026 -1.305 0.00 -0.03 -0.07
H 0.390 2.307 -0.641 -0.07 -0.04 0.11
H 1.023 0.753 1.660 -0.05 0.21 0.11
H -1.560 2.300 -2.200 -0.09 0.06 -0.05
H -1.608 0.536 -2.121 -0.14 -0.14 -0.10
H -0.212 1.359 -2.815 0.03 -0.06 -0.11
H 4.090 -1.852 0.165 0.06 -0.06 -0.07
H 3.948 -0.183 -0.372 0.06 0.08 -0.11
H 2.859 -1.409 -1.015 -0.01 -0.07 -0.16
H 3.011 -0.505 1.914 -0.02 -0.11 0.06
H 1.925 -1.747 1.296 0.02 0.09 0.12
H -2.238 -1.580 0.624 -0.01 0.15 -0.03
H -3.742 1.448 1.480 0.01 -0.01 0.01
H -3.941 -0.265 1.454 -0.05 0.08 0.03
H -0.310 -2.957 0.414 0.08 0.05 -0.08
H 0.714 -2.518 -0.883 -0.07 -0.03 0.05
```
Positions in Å, forces in eV/Å.

Output
HOMO-LUMO gap (alpha / beta) in eV: 6.9 / 7.8
Net charge: +1
Highest occupied orbital energy (alpha / beta) in eV: -10.2 / -11.2
Energy above the lowest of the compared OMol25 structures with the same formula, charge and spin in kcal per mole: 23.12
Multiplicity: 1
Largest force on an atom in eV/Å: 2.67